Computed, not measured: a cluster of 18 separate species, C40H64BN18O2 in total in a non-equilibrium geometry, with ωB97M-V/def2-TZVPD.

Geometry as XYZ:
```
125
Properties=species:S:1:pos:R:3:forces:R:3:mulliken_charge:R:1
C -3.969075 -3.417219 6.525295 -0.14 0.87 -0.83 -1.267
C -3.077730 -2.437867 5.699383 -0.74 -1.56 1.17 0.397
O -3.944082 -1.386065 5.241114 1.20 0.12 -0.85 -0.420
B -3.446994 -0.673943 4.173862 0.20 0.70 1.27 0.128
O -3.322944 0.707954 4.334542 0.18 -0.73 -0.62 -0.529
C -3.060011 -1.366637 2.746235 -0.84 0.01 0.10 -0.009
C -3.840369 -0.484297 1.768238 1.64 -1.27 0.92 -0.966
N -3.031441 0.385703 1.279271 -1.24 0.14 0.32 0.070
C -1.642545 0.266333 1.757972 1.64 -0.69 -1.57 -0.285
C -1.587836 -1.202332 2.237677 -1.01 0.22 0.18 0.050
H -4.592028 -3.977983 5.805258 0.33 -0.10 0.51 0.246
H -3.372765 -4.066050 7.181381 -0.29 0.12 -0.33 0.382
H -4.673664 -2.795639 7.109309 0.49 -0.38 -0.03 0.304
H -2.286582 -2.058255 6.369692 -0.30 0.26 -0.54 -0.056
H -2.604962 -2.995472 4.868095 -0.10 0.41 0.21 0.227
H -2.429929 0.942006 4.630982 -0.22 0.14 0.15 0.362
H -3.358591 -2.425128 2.821327 -0.25 0.49 -0.41 0.671
H -4.908778 -0.542870 1.544838 0.49 0.24 -0.01 0.677
H -3.384682 1.085571 0.629152 0.39 0.05 0.02 0.337
H -1.018757 0.364091 0.849694 -0.05 0.21 0.55 0.027
H -1.314470 1.025155 2.486789 -0.67 -0.28 -0.22 0.321
H -1.507430 -1.902683 1.389936 0.24 0.54 0.12 -0.235
H -0.791222 -1.440437 2.957904 -0.49 0.44 -0.08 0.318
C -0.242824 -0.240585 -2.456767 0.21 0.15 0.06 -0.495
C 0.716784 -0.109497 -1.353001 -0.01 -0.15 -0.05 0.512
N 1.465609 -0.031991 -0.481408 -0.29 0.04 -0.23 -0.576
H -0.250428 -1.267684 -2.813109 -0.04 -0.01 0.12 0.116
H -1.240836 0.020128 -2.107320 -0.01 -0.05 -0.03 0.146
H 0.028433 0.423136 -3.277022 0.03 0.08 0.10 0.342
C -1.197860 -5.421151 -0.157621 -0.21 0.65 -0.03 -0.870
C -1.136297 -4.000211 -0.530418 0.21 -0.40 -0.14 0.423
N -1.064678 -2.899023 -0.856642 -0.14 -0.06 0.17 -0.418
H -2.089698 -5.628577 0.450095 0.64 0.36 -0.41 0.161
H -1.241850 -6.029367 -1.059962 0.05 0.00 0.01 0.360
H -0.310255 -5.693829 0.410468 -0.02 -0.01 -0.02 0.374
C 1.670348 3.632453 -0.855704 -0.42 -0.14 -0.56 0.035
C 0.719263 3.777831 -1.967998 0.10 -0.10 0.26 0.274
N -0.021552 3.887527 -2.840209 0.05 -0.09 0.05 -0.483
H 2.614655 4.111816 -1.107675 -0.37 -0.08 0.07 -0.156
H 1.265131 4.097165 0.040809 0.08 0.08 -0.03 0.233
H 1.844752 2.572833 -0.666349 0.00 0.03 0.01 0.048
C 6.028138 3.942889 -1.246811 -0.11 0.27 0.37 -0.973
C 4.900825 4.503173 -0.484827 0.02 -0.34 0.14 0.496
N 4.024898 4.948952 0.126832 0.47 -4.58 -0.93 -0.254
H 5.734175 3.791599 -2.283886 0.03 0.02 0.01 0.201
H 6.875976 4.625284 -1.217045 -0.01 -0.06 -0.12 0.316
H 6.319608 2.983442 -0.820549 -0.06 0.01 0.01 0.338
C 4.841952 6.352249 -4.283286 0.23 -0.11 0.22 -0.430
C 6.144622 6.283215 -3.606573 -0.02 0.17 -0.12 0.384
N 7.170036 6.240975 -3.087330 -0.30 0.02 -0.15 -0.479
H 4.711416 7.334142 -4.734323 0.02 -0.03 -0.02 0.352
H 4.786961 5.594206 -5.063410 0.02 0.11 -0.02 -0.036
H 4.041354 6.182052 -3.563305 0.03 0.03 0.02 0.210
C -6.602441 -0.978556 -0.346783 0.27 0.31 0.27 -1.047
C -5.503285 -0.306174 -1.051241 -0.33 -0.19 -0.03 0.698
N -4.638339 0.214969 -1.599563 0.05 0.04 0.24 -0.531
H -7.417070 -1.185436 -1.028946 0.03 -0.07 0.06 0.248
H -6.250366 -1.920437 0.074403 -0.09 -0.07 -0.10 0.263
H -6.966571 -0.338181 0.458671 0.00 0.01 -0.02 0.422
C 1.736225 -3.617806 -3.186467 -0.20 -0.24 -0.10 -0.684
C 1.386295 -5.035207 -3.022754 0.03 0.32 -0.01 0.404
N 1.104367 -6.140462 -2.887746 -0.04 0.10 0.07 -0.454
H 2.706742 -3.528644 -3.666174 -0.03 -0.03 -0.01 0.383
H 0.986504 -3.122631 -3.802885 -0.05 -0.07 0.03 0.283
H 1.774196 -3.130723 -2.212178 -0.01 -0.01 -0.01 0.072
C 4.610668 9.467424 0.651574 -0.02 -0.31 -0.03 -0.910
C 4.331502 8.026270 0.558532 0.07 0.15 -0.05 0.363
N 4.113397 6.895307 0.479864 0.18 4.93 0.96 -0.345
H 4.177028 9.983713 -0.203274 0.01 -0.02 0.02 0.263
H 4.178726 9.868452 1.566840 0.00 -0.02 -0.02 0.285
H 5.686398 9.635929 0.661165 -0.02 -0.01 -0.01 0.267
C 4.879494 -3.651933 -0.470837 0.01 0.02 -0.28 -0.770
C 4.868443 -3.625740 -1.939337 0.13 -0.02 0.28 0.421
N 4.859542 -3.606092 -3.087014 0.10 0.02 0.16 -0.464
H 4.942083 -2.636106 -0.083929 -0.01 -0.01 -0.03 0.272
H 3.966728 -4.118314 -0.102890 0.02 0.00 -0.02 0.237
H 5.737570 -4.221703 -0.118436 -0.02 0.00 -0.03 0.314
C 0.061688 -0.103646 7.846357 -2.69 -1.41 0.17 -0.813
C -0.020632 -0.225499 6.391988 0.09 0.14 0.28 0.361
N -0.081450 -0.312101 5.247003 -0.26 0.02 -0.07 -0.371
H 0.167607 0.925102 8.115939 -0.49 0.07 0.12 0.301
H -0.866798 -0.487715 8.295609 -0.01 -0.19 -0.33 0.398
H 0.894506 -0.679352 8.218272 -0.16 -0.13 0.10 0.276
C 4.125469 2.266853 -6.733003 -0.02 0.32 -0.05 -0.373
C 4.246626 3.690689 -7.074286 -0.03 -0.28 0.03 0.393
N 4.341686 4.802667 -7.345478 -0.02 -0.10 0.06 -0.445
H 3.213348 2.100396 -6.161452 0.01 0.04 -0.01 0.227
H 4.090539 1.669633 -7.641553 0.08 -0.03 0.05 -0.098
H 4.981280 1.953787 -6.137453 0.01 -0.01 -0.06 0.280
C -5.324532 -6.661693 1.929733 0.27 -0.03 -0.11 -0.552
C -3.962819 -6.980731 1.478777 -0.24 -0.08 0.17 0.407
N -2.897149 -7.233242 1.127987 -0.63 -0.43 0.38 -0.469
H -5.314851 -6.366907 2.978085 0.05 -0.05 -0.01 0.243
H -5.732213 -5.846006 1.333615 -0.04 -0.05 0.00 0.027
H -5.961267 -7.536989 1.813381 0.01 0.02 -0.01 0.302
C 2.782935 2.942887 3.905220 -0.20 0.06 0.25 -0.645
C 2.015372 3.386909 5.078389 0.13 -0.08 -0.22 0.318
N 1.415711 3.732830 5.994585 0.04 -0.04 -0.09 -0.420
H 2.643440 1.872750 3.756767 -0.02 0.01 0.03 0.265
H 2.443209 3.473704 3.017171 0.06 0.03 0.01 0.168
H 3.841535 3.146958 4.056450 -0.02 0.03 -0.03 0.303
C -5.590871 -4.801314 -2.318940 -0.01 -0.19 0.12 -0.586
C -6.522278 -4.723964 -1.189791 0.13 0.13 -0.30 0.515
N -7.239534 -4.623530 -0.297650 0.14 -0.01 0.04 -0.560
H -5.580270 -5.806027 -2.739442 -0.01 -0.01 0.09 0.348
H -5.886835 -4.094521 -3.088531 -0.07 0.02 0.09 0.273
H -4.587703 -4.550706 -1.974087 0.00 -0.02 -0.01 0.080
C 4.574316 1.509624 8.181218 -0.27 -0.07 -0.03 -0.929
C 3.149316 1.218385 7.979828 0.19 0.05 0.09 0.236
N 2.031411 0.993105 7.823987 3.49 1.58 -0.44 -0.254
H 5.171949 0.642915 7.903179 -0.02 0.01 0.01 0.278
H 4.866882 2.358239 7.564960 -0.04 0.00 0.02 0.278
H 4.758463 1.748668 9.227294 -0.02 0.00 -0.02 0.296
C 3.041500 0.309470 -10.654089 0.20 -0.10 0.19 -0.754
C 4.026926 -0.161104 -9.670219 -0.16 0.03 -0.23 0.344
N 4.797755 -0.530775 -8.903258 -0.12 0.10 -0.03 -0.386
H 3.494329 0.341954 -11.643397 0.01 0.00 0.03 0.267
H 2.188397 -0.366418 -10.674640 0.03 0.00 0.01 0.268
H 2.699006 1.308058 -10.386455 0.02 -0.01 -0.01 0.284
C -8.474023 -0.155539 -4.078914 0.13 -0.19 0.13 -0.994
C -7.772206 -1.305146 -3.494004 -0.14 0.12 -0.32 0.463
N -7.221499 -2.203548 -3.037119 -0.17 0.23 -0.25 -0.381
H -9.403469 0.023166 -3.540453 0.01 -0.03 -0.01 0.301
H -7.846229 0.732006 -4.013303 0.02 -0.04 0.00 0.295
H -8.700833 -0.355504 -5.124628 0.01 -0.02 0.02 0.343
```
Positions in Å, forces in eV/Å.

Calculated values
- Max |F|: 5.03 eV Å⁻¹
- Total charge: +1
- E_HOMO: -10.580 eV
- Orbital gap: 0.26945 hartree
- Molar mass: 839.888 u